Molecular formula: C21H33Cl2N6O2Yb
Method: DFT, the ωB97M-V functional and the def2-TZVPD basis

```
65
Properties=species:S:1:pos:R:3:lowdin_charge:R:1
H 1.55956 2.74838 1.75878 0.12
H 0.29787 -2.14973 -3.25351 0.16
N -2.35035 0.50742 1.10385 -0.07
C -1.93306 -3.15713 -3.19106 -0.18
H 1.61422 -1.76469 1.30321 0.07
H 4.77153 0.51527 -1.97929 0.12
C 0.05466 2.61981 -1.31135 -0.44
N 0.01076 -1.48012 -2.50943 0.08
C -1.18334 -0.72647 -2.92827 -0.12
H -0.56495 -2.08984 3.06924 0.12
H -2.89813 -0.32830 0.88209 0.11
C 1.34537 2.02863 -1.56956 -0.14
O -0.60035 2.18627 -0.29275 -0.26
C -1.34260 -3.95663 -2.03578 -0.15
H -2.40304 -0.06437 4.39804 0.14
H 2.11342 -0.88613 3.93668 0.12
H 0.86482 -3.96510 -2.10610 0.12
H -0.83324 1.83198 4.27058 0.13
H -1.98439 -3.81558 -1.19675 0.11
H -2.85832 -3.67635 -3.54663 0.14
H 4.02472 2.01499 -3.68587 0.12
H -2.25261 1.89645 2.65211 0.12
C 0.02886 -1.35117 3.61551 -0.18
Cl 2.23442 3.82141 -5.11742 0.76
H -3.09512 -1.44169 -3.72494 0.13
C 3.34722 1.81206 -2.86255 0.03
C -0.06767 1.05833 4.16093 -0.16
H 1.84836 -2.52797 3.34843 0.12
H -3.73398 0.97338 2.60467 0.13
C -2.37084 -1.71227 -2.95591 -0.15
H 2.00070 1.19161 3.49903 0.09
N 1.72201 1.07626 -0.66330 -0.02
H -2.32852 -1.11918 3.01639 0.11
H -0.17090 -1.60242 4.66181 0.14
C 1.14256 1.83096 3.59708 -0.20
H 0.12573 -4.19899 -0.52349 0.14
H -1.26429 -3.15638 -4.02390 0.11
H 3.32492 -0.15690 -0.07764 0.09
H -2.84914 -1.67892 -2.02336 0.09
N 0.77947 2.26589 2.24412 -0.05
C 3.75254 0.87958 -1.91321 -0.03
C 0.29722 3.92273 -3.36855 -0.09
C -2.66629 0.88841 2.49348 -0.22
C 1.51679 3.39126 -3.62215 -0.63
H 0.00931 2.90789 2.19508 0.09
H 1.32671 2.61764 4.34169 0.14
H 0.18476 0.61854 5.11034 0.13
O -0.25574 -1.58829 -0.23363 -0.11
C 2.07405 2.42701 -2.75107 -0.14
N -0.53404 -0.01897 3.28175 -0.23
Yb 0.01344 0.45105 0.82386 1.66
Cl -1.89980 4.38795 -1.76285 0.74
H 2.72032 -0.67107 1.91554 0.08
C 0.00696 -2.14201 -1.34011 -0.44
H -0.92634 -0.28066 -3.86803 0.13
H -2.70446 1.24015 0.45642 0.11
C -2.04816 -0.14997 3.36996 -0.15
H -1.39867 0.04119 -2.20812 0.10
C 1.49726 -1.51986 3.29431 -0.18
C 0.07188 -3.62518 -1.47206 -0.07
C -0.41407 3.60286 -2.16254 -0.56
H -1.42999 -5.00995 -2.25372 0.13
N 1.77387 -0.98724 1.92787 -0.04
H -0.05741 4.68544 -4.00268 0.10
C 2.96354 0.55867 -0.79520 -0.10
```

Spin multiplicity ... 2
Charge ... +2
Kohn-Sham gap (spin up / spin down) ... 7.220 / 7.204 eV
Electronic energy ... -3377.800571 Eh


Molecular formula: C21H33ClCrN6O4S3Te
Method: DFT, the ωB97M-V functional and the def2-TZVPD basis

```
70
Properties=species:S:1:pos:R:3:lowdin_charge:R:1
H -2.33159 -3.17652 1.14882 0.08
H 0.22634 -1.66868 -1.02690 0.07
C 2.37586 -1.04202 3.30722 -0.21
O 0.05858 1.90190 -4.79485 -0.69
C -3.84083 1.82809 0.76977 -0.15
C 4.35784 -0.25312 -1.68687 -0.27
H 3.07350 -0.85644 1.21195 0.08
H 3.31120 -4.58880 -0.53931 0.11
O -2.39025 0.91328 -2.79683 -0.44
C -2.63985 -0.99857 2.82201 -0.19
C 1.73755 -0.24806 4.21233 -0.45
Cr 1.73757 1.02516 -1.82990 0.30
H -5.97723 0.71243 -1.76450 0.08
C 2.57862 -0.39469 2.05609 -0.25
C -2.15280 0.29931 -0.32179 -0.34
H 6.20300 -0.89621 -0.79966 0.09
H -2.95668 -0.51878 3.75171 0.12
N -3.16326 1.11582 -0.31657 0.07
H -3.53768 -1.11607 2.20544 0.11
H 4.12707 5.09673 -2.94143 0.09
N 4.63058 4.22667 -2.88534 0.09
O -0.25740 1.21678 -1.56532 -0.60
Cl 1.05168 0.75938 -4.94788 0.89
C -1.66524 -0.05879 2.11898 -0.15
H -0.79089 -0.90699 0.40171 0.10
H 4.95613 -2.84245 -1.04945 0.10
H -1.92285 0.98651 2.26475 0.11
S -1.33187 0.24437 -2.03349 0.85
C 1.61498 -3.24884 -0.73148 -0.07
Te 2.21155 2.35721 0.52492 0.88
C 1.27147 -1.94144 -0.97517 -0.15
H -5.38411 -0.29205 -0.44842 0.06
S 2.17273 3.22427 -2.77867 0.73
H -7.10888 -0.20647 -0.77521 0.07
C 3.85205 3.14059 -2.60977 -0.81
H -4.92089 2.90526 -0.73700 0.12
C -2.04683 -2.36791 3.15233 -0.25
H -3.15542 2.57823 1.16817 0.13
N 2.13971 -0.95533 -1.19508 0.00
H -5.33575 3.33723 0.90300 0.11
C 3.90285 -2.60337 -1.01177 -0.02
H -7.19915 2.15775 -0.08550 0.11
H 5.52674 4.29751 -2.42941 0.10
C -6.33103 1.56206 0.20567 -0.26
N -1.54772 -0.30020 0.67698 0.09
H -0.66133 -0.17612 2.52547 0.08
H -1.20397 -2.22345 3.83478 0.11
H 2.70557 -2.04802 3.52731 0.10
H 6.08888 -1.20323 -2.53232 0.10
H 1.47482 -0.48508 5.23101 0.06
S 1.37442 1.28027 3.53015 0.89
C 5.83693 -0.48981 -1.74357 -0.01
C 2.98664 -3.57471 -0.73268 -0.07
H -3.34466 1.44409 -1.27691 0.11
C 2.07177 0.87630 2.01012 -1.02
H -2.79404 -2.94400 3.70299 0.11
H -1.38535 -4.20992 2.21779 0.07
H -0.64906 -2.78324 1.52559 0.05
C 3.47719 -1.27487 -1.28276 -0.25
N 3.75293 0.89166 -2.02212 -0.12
C -6.19032 0.37999 -0.74620 -0.11
N 4.48212 2.01953 -2.28430 0.00
H -4.08060 1.12421 1.56948 0.11
H -6.53728 1.19631 1.21672 0.11
H 0.84741 -3.98916 -0.56225 0.10
C -5.11608 2.48624 0.25583 -0.19
H 6.42367 0.40622 -1.93775 0.06
C -1.58103 -3.17330 1.94293 -0.10
H 5.48818 1.97665 -2.25789 0.14
O 1.40377 0.08868 -3.53566 -0.77
```

Spin multiplicity ... 5
Kohn-Sham gap (spin up / spin down) ... 5.927 / 6.547 eV
Electronic energy ... -4416.620181 Eh


Q: What is the formula in the first record?
A: C21H33Cl2N6O2Yb


Q: Which value of spin multiplicity does entry 1 give?
A: 2


Q: Which formula does entry 1 have?
A: C21H33Cl2N6O2Yb